# C49H32N2O4S2

3 unconnected molecules or ions with the total composition C49H32N2O4S2 in a non-equilibrium geometry (ωB97M-V with the def2-TZVPD basis set, OMol25).

Last column: Mulliken charge in e.
Positions of all 89 atoms, in Å:
1 C -1.455 -3.744 3.432  -1.3190
2 C -2.379 -2.522 3.617  1.0914
3 C -2.952 -2.305 4.888  -0.8525
4 C -3.830 -1.193 5.007  -0.3051
5 C -4.103 -0.367 3.910  0.8829
6 C -5.097 0.832 4.006  -1.6400
7 C -6.437 0.370 3.367  0.3435
8 C -6.762 0.749 2.048  -0.6314
9 C -7.979 0.269 1.506  -0.7699
10 C -8.818 -0.543 2.267  0.7107
11 C -8.543 -0.912 3.612  -0.1054
12 C -7.317 -0.431 4.145  0.3601
13 N -6.931 -0.779 5.497  -0.5582
14 C -6.847 -1.983 5.708  0.4290
15 S -6.582 -3.541 5.618  -0.2964
16 N -9.463 -1.720 4.368  -0.3194
17 C -9.863 -2.920 3.655  0.0401
18 C -9.808 -4.151 4.336  -0.4276
19 C -10.206 -5.326 3.647  -0.7180
20 C -10.634 -5.243 2.310  -0.3125
21 C -10.723 -4.014 1.622  -0.6235
22 C -10.334 -2.859 2.318  0.6238
23 S -10.358 -1.204 1.588  -0.2693
24 C -3.495 -0.566 2.642  -0.7579
25 C -2.624 -1.667 2.523  -0.7263
26 H -0.689 -3.578 2.658  0.2178
27 H -1.040 -4.028 4.414  0.3533
28 H -2.101 -4.585 3.100  0.2730
29 H -2.751 -2.962 5.742  0.3511
30 H -4.298 -1.014 5.982  0.4858
31 H -5.289 1.129 5.049  0.3935
32 H -4.667 1.637 3.385  0.5613
33 H -6.094 1.375 1.443  0.3690
34 H -8.223 0.568 0.477  0.3602
35 H -10.316 -1.151 4.441  0.4018
36 H -9.464 -4.168 5.377  0.5378
37 H -10.162 -6.276 4.197  0.3552
38 H -10.897 -6.196 1.826  0.3302
39 H -11.059 -3.971 0.579  0.3878
40 H -3.699 0.112 1.804  0.3115
41 H -2.123 -1.870 1.566  0.4640
42 C -1.237 -0.016 -4.550  -0.5023
43 C -0.357 0.857 -5.183  -0.5226
44 C 0.897 1.093 -4.642  -0.5004
45 C 1.273 0.466 -3.459  0.1696
46 C 0.381 -0.392 -2.812  0.1301
47 C -0.869 -0.639 -3.368  -0.5321
48 C 0.748 -1.034 -1.522  0.4952
49 O -0.025 -1.783 -0.961  -0.6951
50 C 2.078 -0.732 -0.929  0.2851
51 C 2.417 -1.277 0.304  -0.6762
52 C 3.659 -1.013 0.860  -0.5379
53 C 4.572 -0.210 0.182  -0.6271
54 C 4.237 0.340 -1.045  -0.3288
55 C 2.986 0.089 -1.600  0.3568
56 C 2.627 0.713 -2.899  0.2325
57 O 3.423 1.417 -3.490  -0.6606
58 H -2.213 -0.207 -4.979  0.3951
59 H -0.651 1.352 -6.100  0.4092
60 H 1.581 1.769 -5.138  0.4741
61 H -1.557 -1.314 -2.874  0.4969
62 H 1.710 -1.904 0.832  0.6861
63 H 3.919 -1.434 1.823  0.3970
64 H 5.544 -0.011 0.615  0.4293
65 H 4.947 0.967 -1.567  0.5760
66 C 6.156 2.147 -4.873  -0.2689
67 C 6.951 1.979 -6.004  -0.6088
68 C 8.292 2.330 -5.971  -0.5622
69 C 8.842 2.862 -4.811  0.2384
70 C 8.039 3.053 -3.684  -0.0018
71 C 6.699 2.683 -3.717  -0.6112
72 C 8.598 3.665 -2.450  0.5921
73 O 7.901 3.827 -1.467  -0.6725
74 C 10.025 4.082 -2.445  0.1837
75 C 10.551 4.708 -1.319  -0.5630
76 C 11.883 5.090 -1.298  -0.4670
77 C 12.699 4.840 -2.397  -0.4692
78 C 12.178 4.222 -3.523  -0.5398
79 C 10.839 3.849 -3.554  0.1309
80 C 10.285 3.218 -4.782  0.6425
81 O 10.997 3.003 -5.743  -0.6647
82 H 5.113 1.865 -4.896  0.5254
83 H 6.523 1.570 -6.911  0.4146
84 H 8.910 2.193 -6.850  0.4662
85 H 6.077 2.818 -2.842  0.5503
86 H 9.919 4.900 -0.462  0.4656
87 H 12.289 5.582 -0.422  0.4004
88 H 13.741 5.133 -2.376  0.3982
89 H 12.813 4.032 -4.379  0.4684

The HOMO energy is -8.23 eV. Its structure (SMILES) is Cc1ccc(Cc2ccc3c(c2N=C=S)Nc2ccccc2S3)cc1.O=C1c2ccccc2C(=O)c2ccccc21.O=C1c2ccccc2C(=O)c2ccccc21. The largest force on an atom is 2.04 eV/Å. The calculation puts the orbital gap at 7.06 eV. The LUMO energy comes out at -1.2 eV. The total energy is -3093.32525 hartree.